(1)
This record from the Open Molecules 2025 dataset describes an isolated molecule of C3H5F2N. The level of theory is wB97M-V/def2-TZVPD.

```
11
Properties=species:S:1:pos:R:3:mulliken_charge:R:1
C 0.553 0.461 1.020 -0.85
C 1.328 0.473 -0.256 0.18
C 0.282 -0.567 -0.047 0.51
N -0.890 -0.493 -0.812 -0.55
F 2.645 0.198 -0.260 -0.27
F 0.710 -1.859 0.244 -0.35
H 1.095 0.104 1.886 0.27
H -0.182 1.223 1.215 0.27
H 1.050 1.320 -1.201 0.28
H -0.773 -0.900 -1.734 0.25
H -1.678 -0.933 -0.347 0.26
```

## Properties
Structure (SMILES): N[C@]1(F)C[C@H]1F
2S+1: 1
Kohn-Sham gap in eV: 11.4645
ΔE to the lowest compared entry with this formula, charge and spin in eV: 0.7832
Largest force on an atom in Eh/bohr: 0.0916
Net charge: 0

(2)
This record from the Open Molecules 2025 dataset describes a cluster of 2 separate species, C3H5F2N2 in total. The level of theory is wB97M-V/def2-TZVPD.

```
12
Properties=species:S:1:pos:R:3:mulliken_charge:R:1
C -1.549 -1.747 0.147 -0.23
C -0.516 0.439 0.114 0.10
C 1.833 0.105 -0.785 0.28
N -1.167 -0.562 0.085 0.04
N -0.476 1.645 0.603 -0.38
F 2.095 1.376 -0.604 -0.16
F 2.599 -0.658 -0.097 -0.11
H -2.254 -2.237 -0.590 0.25
H -1.203 -2.404 0.881 0.29
H 1.294 -0.274 -1.773 0.40
H 0.396 2.183 0.695 0.24
H -1.051 2.136 1.324 0.28
```

## Properties
2S+1: 1
Kohn-Sham gap (alpha / beta) in eV: 8.1524 / 7.3557
ΔE to the lowest compared entry with this formula, charge and spin in eV: 4.0879
Largest force on an atom in Eh/bohr: 0.1035
Net charge: +1

(3)
This record from the Open Molecules 2025 dataset describes a cluster of 2 separate species, C3H5F2NO in total. The level of theory is wB97M-V/def2-TZVPD.

```
12
Properties=species:S:1:pos:R:3:mulliken_charge:R:1
C -2.504 0.113 0.356 -0.80
C -1.475 0.805 0.662 0.79
C 0.895 -1.230 -0.596 -0.36
N 1.765 0.060 -0.379 -0.36
O -0.493 1.426 0.765 -0.50
F 0.092 -0.962 -1.740 -0.20
F 1.881 -2.043 -1.100 -0.19
H -2.623 -0.957 0.530 0.29
H -3.415 0.737 -0.059 0.20
H 2.169 0.319 -1.264 0.35
H 1.100 0.956 -0.092 0.41
H 2.421 -0.203 0.451 0.39
```

## Properties
2S+1: 1
Kohn-Sham gap in eV: 8.1965
ΔE to the lowest compared entry with this formula, charge and spin in eV: 4.1359
Largest force on an atom in Eh/bohr: 0.0744
Net charge: 0

(4)
This record from the Open Molecules 2025 dataset describes an isolated molecule of C3H5F2NO. The level of theory is wB97M-V/def2-TZVPD.

```
12
Properties=species:S:1:pos:R:3:mulliken_charge:R:1
C -0.486 0.009 -0.104 0.34
C -1.820 -0.066 -0.103 0.37
C 0.518 -1.197 -0.022 -0.98
N 1.469 1.293 -0.047 -0.56
O 0.049 1.301 -0.401 -0.22
F -2.699 0.921 -0.013 -0.22
F -2.491 -1.238 -0.001 -0.25
H 1.445 -0.705 0.044 0.48
H 0.372 -1.840 -0.896 0.26
H 0.320 -1.834 0.865 0.27
H 1.683 2.275 -0.277 0.26
H 1.641 1.081 0.955 0.25
```

## Properties
Structure (SMILES): CC(ON)=C(F)F
2S+1: 1
Kohn-Sham gap in eV: 9.4541
ΔE to the lowest compared entry with this formula, charge and spin in eV: 3.6103
Largest force on an atom in Eh/bohr: 0.0597
Net charge: 0

(5)
This record from the Open Molecules 2025 dataset describes an isolated molecule of C3H5F2NO2. The level of theory is wB97M-V/def2-TZVPD.

```
13
Properties=species:S:1:pos:R:3:mulliken_charge:R:1
C -0.126 0.460 -1.050 -0.71
C 1.094 0.480 -0.168 0.34
C 1.087 -0.750 1.023 0.03
N 2.290 0.284 -1.024 -0.09
O 3.342 0.743 -0.669 -0.32
O -1.280 0.143 -0.253 -0.53
F 2.213 -0.854 1.729 -0.23
F 0.671 -2.028 0.621 -0.27
H -0.375 1.317 -1.500 0.43
H -0.144 -0.305 -1.810 0.35
H 1.249 1.305 0.510 0.41
H 0.229 -0.327 1.720 0.26
H -1.158 -0.795 -0.165 0.33
```

## Properties
Structure (SMILES): O=N[C@@H](CO)C(F)F
2S+1: 1
Kohn-Sham gap in eV: 8.9208
ΔE to the lowest compared entry with this formula, charge and spin in eV: 4.1616
Largest force on an atom in Eh/bohr: 0.0778
Net charge: 0

(6)
This record from the Open Molecules 2025 dataset describes a cluster of 2 separate species, C3H5F2NS in total. The level of theory is wB97M-V/def2-TZVPD.

```
12
Properties=species:S:1:pos:R:3:mulliken_charge:R:1
C -1.049 0.066 0.191 0.24
C 1.071 -0.181 -1.290 -1.10
C 0.267 -0.483 -0.092 0.75
N -1.365 0.486 1.405 -0.35
F 0.563 -1.598 0.552 -0.16
F 1.650 0.704 1.363 -0.70
S -2.084 -0.101 -1.084 -0.26
H 1.964 0.365 -0.974 0.34
H 1.404 -1.100 -1.770 0.34
H 0.518 0.445 -1.985 0.38
H -0.630 0.608 2.091 0.28
H -2.308 0.791 1.593 0.23
```

## Properties
2S+1: 1
Kohn-Sham gap (alpha / beta) in eV: 7.9714 / 7.9708
ΔE to the lowest compared entry with this formula, charge and spin in eV: 2.0502
Largest force on an atom in Eh/bohr: 0.0604
Net charge: 0

(7)
This record from the Open Molecules 2025 dataset describes an isolated molecule of C3H5F3O2S. The level of theory is wB97M-V/def2-TZVPD.

```
14
Properties=species:S:1:pos:R:3:mulliken_charge:R:1
C 1.822 0.046 0.019 -0.86
C -1.344 -1.068 -0.395 0.21
C -1.006 0.227 0.641 -0.18
O 0.527 2.415 0.509 -0.61
O 0.055 1.233 -1.555 -0.62
F -2.463 -1.745 -0.090 -0.24
F -0.245 -1.859 -0.326 -0.25
F -0.662 -0.264 1.912 -0.28
S 0.369 1.198 -0.184 1.16
H 2.714 0.739 0.315 0.35
H 1.555 -0.800 0.770 0.30
H 2.053 -0.403 -1.077 0.29
H -1.371 -0.483 -1.326 0.37
H -2.001 0.764 0.786 0.34
```

## Properties
Structure (SMILES): CS(=O)(=O)[C@H](F)C(F)F
2S+1: 1
Kohn-Sham gap in eV: 11.7348
ΔE to the lowest compared entry with this formula, charge and spin in eV: 1.1982
Largest force on an atom in Eh/bohr: 0.0800
Net charge: 0

(8)
This record from the Open Molecules 2025 dataset describes a cluster of 2 separate species, C3H5F3P in total. The level of theory is wB97M-V/def2-TZVPD.

```
12
Properties=species:S:1:pos:R:3:mulliken_charge:R:1
C 0.789 0.477 -0.428 0.31
C 0.344 -0.196 0.513 -0.18
C 0.845 1.104 -1.675 -0.92
F -1.757 0.667 -0.835 -0.20
F -0.938 -1.191 -1.684 -0.18
F -0.359 -1.607 3.826 -0.39
P -1.418 -0.756 -0.249 0.61
H -0.538 -2.106 4.636 0.39
H 0.409 -0.283 1.600 0.51
H 1.428 0.623 -2.396 0.34
H 1.327 1.963 -1.268 0.33
H -0.133 1.307 -2.041 0.37
```

## Properties
2S+1: 1
Kohn-Sham gap in eV: 9.9438
ΔE to the lowest compared entry with this formula, charge and spin in eV: 2.8569
Largest force on an atom in Eh/bohr: 0.0467
Net charge: +1